ORCA calculation (wB97M-V/def2-TZVPD) on C2H7O2P in the gas phase at a distorted geometry.

2S+1	1
SMILES string	CO[P@@H](C)=O
LUMO	0.035	Eh
relative energy (zero: lowest compared OMol25 entry of this formula, charge and spin)	51.3	kJ/mol
strongest force on any atom	5.3	eV Å⁻¹
orbital gap	0.4053	Eh
net charge	0
HOMO energy	-10.073	eV

XYZ file:
```
12
C2H7O2P (wB97M-V/def2-TZVPD)
C -1.95 -0.20 -0.47
C 1.76 -0.39 -0.48
O 0.15 2.04 -0.25
O -0.92 -0.20 0.51
P 0.37 0.79 0.43
H -1.57 -0.54 -1.38
H -2.46 0.79 -0.70
H -2.69 -0.88 -0.03
H 2.02 0.19 -1.36
H 2.55 -0.33 0.15
H 1.37 -1.45 -0.43
H 0.53 0.61 1.85
```